[1]
This record from the Open Molecules 2025 dataset describes a cluster of 3 separate species, C4H15N2O2 in total in a non-equilibrium geometry. The level of theory is ωB97M-V/def2-TZVPD.

Positions of all 23 atoms, in Å:
1 O -0.168 1.305 3.372
2 O -0.088 1.129 -3.314
3 N 0.551 -1.765 0.064
4 N 1.099 0.716 -0.867
5 C -0.554 -1.191 0.855
6 C 0.035 1.201 0.148
7 C 0.548 -3.000 -0.176
8 C -1.015 0.124 0.230
9 H -1.701 0.648 0.913
10 H -1.343 -0.199 -0.765
11 H 0.385 1.517 1.130
12 H 0.069 1.797 -3.989
13 H -0.705 0.950 4.089
14 H 0.183 2.137 3.713
15 H -0.032 2.164 -0.425
16 H 1.320 -0.276 -0.637
17 H 1.913 1.325 -1.063
18 H -0.316 -3.610 0.207
19 H 1.253 -3.560 -0.777
20 H 0.038 -0.855 1.784
21 H -1.456 -1.788 1.025
22 H -0.691 0.470 -3.677
23 H 0.676 0.763 -1.838

Output
HOMO-LUMO gap = 11.07 eV
LUMO energy = -2.705 eV
Total charge = +1
ΔE to the lowest compared entry with this formula, charge and spin = 44.17 kcal per mole

[2]
This record from the Open Molecules 2025 dataset describes a cluster of 2 separate species, C4H15N2O2 in total in a non-equilibrium geometry. The level of theory is ωB97M-V/def2-TZVPD.

Positions of all 23 atoms, in Å:
1 O -0.962 -0.972 3.550
2 O -1.368 2.546 -0.937
3 N 0.866 1.106 -0.138
4 N 2.016 -1.396 0.379
5 C 0.098 -0.940 -1.334
6 C -1.192 1.221 -1.551
7 C 0.744 -1.839 -0.196
8 C -0.320 0.336 -0.629
9 H -0.882 1.447 -2.587
10 H -0.754 -1.638 -1.797
11 H -0.777 -0.930 4.592
12 H 0.813 -0.799 -2.159
13 H -1.018 0.221 0.141
14 H -2.158 0.627 -1.613
15 H 2.698 -1.027 -0.316
16 H -0.011 -1.660 0.663
17 H -1.437 3.172 -1.594
18 H -0.993 0.009 3.509
19 H 0.580 1.889 0.241
20 H 1.415 1.313 -0.997
21 H 2.452 -2.285 0.907
22 H 1.741 -0.692 1.181
23 H 0.812 -2.880 -0.489

Output
HOMO-LUMO gap = 10.01 eV
LUMO energy = -3.394 eV
Total charge = +1
ΔE to the lowest compared entry with this formula, charge and spin = 67.56 kcal per mole